# 1
# C26H29N5O6RuS2Se3Te

A molecular structure, C26H29N5O6RuS2Se3Te (ωB97M-V/def2-TZVPD, OMol25).

Output
* total charge: -1
* orbital gap (spin up / spin down): 6.8 / 5.4 eV
* energy above the lowest of the compared OMol25 structures with the same formula, charge and spin: 18.1 kcal/mol
* 2S+1: 6

Last column: Löwdin spin population.
CARTESIAN COORDINATES (ANGSTROEM)
Ru: -0.07581 0.04835 0.57977  2.252
Se: -1.90938 0.92927 -0.75778  0.512
Se: -0.78056 0.35339 -2.60768  0.644
Te: -2.68096 -3.08067 -0.74650  0.824
Se: -0.73019 -2.18295 0.39333  0.401
C: 0.02555 -5.70576 4.92479  0.000
C: -0.22169 -4.26045 4.59839  -0.001
C: 0.75810 -3.29764 4.82570  0.001
C: 0.54202 -1.96634 4.51021  -0.001
C: -0.66938 -1.58435 3.96199  0.002
C: -1.66620 -2.52317 3.73920  0.006
C: -1.43814 -3.85179 4.06025  0.003
S: -0.98581 0.09522 3.50460  0.014
O: -1.28868 0.84703 4.70506  0.015
O: -2.08205 0.05622 2.54168  0.051
N: 0.37320 0.50029 2.79628  0.114
C: 0.66888 1.93779 2.87232  0.008
C: 1.30687 2.41505 1.57352  0.006
O: 2.23615 3.21361 1.55383  0.001
O: 0.78553 1.93066 0.49632  0.044
H: 1.08742 -5.90097 5.07226  0.000
H: -0.32924 -6.35569 4.12446  0.000
H: -0.49641 -5.99873 5.83860  0.000
H: 1.71061 -3.60044 5.24588  0.000
H: 1.31627 -1.22560 4.66274  0.000
H: -2.59855 -2.20920 3.29096  0.001
H: -2.20694 -4.58800 3.85770  0.000
H: 1.35223 2.15547 3.69630  0.002
H: -0.23309 2.54680 3.01747  0.000
C: 1.34630 -4.87098 -5.35330  0.000
C: 0.51112 -4.66788 -4.09904  0.001
C: 0.75273 -3.32336 -3.43126  0.005
N: 2.13829 -3.11028 -3.03878  0.001
C: 2.63449 -3.48514 -1.85586  0.003
S: 1.85219 -4.46075 -0.77786  0.007
N: 3.90952 -3.03074 -1.52926  0.001
C: 4.80397 -2.10312 -2.04396  0.000
O: 5.95342 -2.14942 -1.65478  0.000
C: 4.39202 -1.04322 -3.02051  0.000
C: 3.17002 -0.37711 -2.95935  0.000
C: 2.91942 0.67799 -3.82282  0.004
C: 3.87661 1.05842 -4.75131  0.000
C: 5.09496 0.39648 -4.81369  0.000
C: 5.35773 -0.64498 -3.94088  0.000
H: 1.14354 -5.83567 -5.81778  0.000
H: 2.41236 -4.83825 -5.12367  0.000
H: 1.14261 -4.09879 -6.09800  0.000
H: 0.71218 -5.45733 -3.37331  0.000
H: -0.55345 -4.72256 -4.34047  0.000
H: 0.13347 -3.21160 -2.53946  0.007
H: 0.49684 -2.50730 -4.11238  0.002
H: 2.70990 -2.54396 -3.64322  0.000
H: 4.29698 -3.52827 -0.73854  0.000
H: 2.41553 -0.66449 -2.23905  -0.001
H: 1.97573 1.20404 -3.76026  0.007
H: 3.67399 1.88277 -5.42285  0.000
H: 5.84561 0.70378 -5.52910  0.000
H: 6.31330 -1.15099 -3.94657  0.000
N: 4.36248 2.73973 -0.43653  0.000
C: 5.06651 1.63313 -0.08929  0.000
O: 6.28237 1.56677 -0.11160  0.000
C: 4.23213 0.47331 0.36538  0.000
C: 4.78067 -0.49487 1.19541  0.001
C: 3.95480 -1.48156 1.70130  0.002
C: 2.61494 -1.47874 1.34956  0.007
N: 2.09523 -0.60240 0.48771  0.044
C: 2.90134 0.35579 0.00525  0.005
H: 4.92510 3.55904 -0.59738  0.000
H: 3.46333 2.89342 0.01283  0.000
H: 5.82871 -0.42565 1.45483  0.000
H: 4.32315 -2.23450 2.38241  0.000
H: 1.92849 -2.22834 1.73032  0.001
H: 2.43470 1.06321 -0.66257  0.000

# 2
# C26H29N6O4

A gas-phase ion, C26H29N6O4 (charge +1) (ωB97M-V/def2-TZVPD, OMol25).

Output
* total charge: +1
* SMILES: COc1ccc([C@@H](c2nnnn2Cc2ccccc2)[NH+]2CCN(C(=O)c3ccco3)CC2)cc1OC
* orbital gap: 8.6 eV
* 2S+1: 1

Last column: Löwdin charge in e.
CARTESIAN COORDINATES (ANGSTROEM)
C: 0.08803 4.60665 -2.65600  -0.046
O: 0.88723 3.67297 -1.95288  -0.044
C: 0.48080 2.42607 -1.67474  -0.201
C: 1.43404 1.65133 -1.01450  0.028
C: 1.20106 0.33908 -0.66822  -0.042
C: -0.02379 -0.24155 -0.96560  -0.214
C: -0.31043 -1.67757 -0.61291  -0.127
C: 0.88848 -2.54892 -0.73831  -0.256
N: 1.45030 -3.18194 0.27219  0.075
N: 2.47191 -3.85819 -0.23649  -0.005
N: 2.55772 -3.68156 -1.48064  0.073
N: 1.57440 -2.86365 -1.86103  -0.042
C: 1.38527 -2.47067 -3.23199  -0.060
C: 1.88708 -1.07152 -3.50165  -0.221
C: 1.08363 -0.15188 -4.15910  -0.043
C: 1.56304 1.11597 -4.43714  -0.070
C: 2.84219 1.47526 -4.04995  -0.073
C: 3.64617 0.55983 -3.39183  -0.066
C: 3.17380 -0.71192 -3.12240  -0.040
N: -0.82404 -1.83574 0.80612  -0.043
C: -0.01935 -1.11095 1.82351  -0.075
C: -0.55691 -1.41377 3.22726  -0.096
N: -1.94546 -1.04522 3.31169  -0.044
C: -2.45406 0.15143 3.78438  -0.376
O: -3.51983 0.56154 3.36198  0.086
C: -1.74373 0.86850 4.83606  -0.178
C: -2.15355 2.04300 5.42664  0.031
C: -1.21429 2.33127 6.43444  -0.028
C: -0.30146 1.31896 6.39505  -0.081
O: -0.60501 0.43339 5.43755  0.025
C: -2.74589 -1.75557 2.34327  -0.107
C: -2.25184 -1.46410 0.92709  -0.067
C: -0.99533 0.51709 -1.61589  0.024
C: -0.77110 1.83672 -1.98095  -0.186
O: -1.69353 2.59556 -2.62793  -0.098
C: -2.94253 2.03932 -2.96896  -0.057
H: 0.70576 5.50045 -2.73057  0.101
H: -0.82882 4.84195 -2.11434  0.100
H: -0.15953 4.25013 -3.65653  0.095
H: 2.38022 2.11700 -0.79574  0.136
H: 1.98046 -0.22484 -0.18054  0.127
H: -1.10123 -2.06284 -1.27067  0.166
H: 0.32362 -2.55249 -3.48205  0.134
H: 1.95149 -3.19176 -3.82923  0.144
H: 0.08815 -0.43363 -4.47158  0.116
H: 0.93747 1.82011 -4.96431  0.113
H: 3.21449 2.46420 -4.26625  0.113
H: 4.64798 0.83142 -3.09782  0.112
H: 3.80875 -1.43255 -2.62688  0.114
H: -0.71135 -2.83323 1.03620  0.178
H: 1.01443 -1.44849 1.74428  0.123
H: -0.08308 -0.04195 1.61256  0.146
H: 0.03231 -0.86704 3.95975  0.127
H: -0.45677 -2.48419 3.44175  0.144
H: -3.02401 2.60512 5.15892  0.126
H: -1.21754 3.16936 7.09921  0.112
H: 0.57746 1.12464 6.97798  0.132
H: -3.77843 -1.41253 2.44307  0.138
H: -2.69708 -2.82843 2.55594  0.140
H: -2.83985 -2.02780 0.20092  0.145
H: -2.34277 -0.39574 0.71852  0.145
H: -1.94050 0.05721 -1.85969  0.113
H: -3.50809 1.74134 -2.08087  0.100
H: -3.47981 2.83441 -3.48223  0.104
H: -2.83290 1.18624 -3.64529  0.098

# 3
# C26H30HgN10O2S

A molecular structure, C26H30HgN10O2S (ωB97M-V/def2-TZVPD, OMol25).

Output
* total charge: -1
* orbital gap (spin up / spin down): 4.7 / 7.0 eV
* energy above the lowest of the compared OMol25 structures with the same formula, charge and spin: 0.0 kcal/mol
* 2S+1: 2

Last column: Löwdin spin population.
CARTESIAN COORDINATES (ANGSTROEM)
Hg: -0.53516 -0.86675 0.26591  0.006
N: 8.44382 -0.07630 1.23018  0.000
C: 7.15650 0.10920 0.69521  0.000
C: 6.51014 -0.93300 0.03442  0.000
C: 5.25868 -0.73491 -0.52469  0.000
C: 4.63999 0.50201 -0.42831  0.000
C: 5.27828 1.54676 0.22195  0.000
C: 6.53265 1.35251 0.77419  0.000
S: 3.01666 0.70776 -1.11497  0.000
O: 2.86488 2.13488 -1.37184  0.001
O: 2.96742 -0.15178 -2.27719  0.000
N: 1.96277 0.14562 -0.08402  0.000
C: 1.66703 0.79382 1.07969  0.038
N: 2.37790 1.76917 1.59281  0.135
C: 1.86504 2.39722 2.71930  0.269
C: 0.69240 1.97307 3.32814  0.040
C: 0.00496 0.91124 2.78308  0.265
N: 0.48837 0.32203 1.61732  0.184
H: 8.63628 -1.03226 1.48710  0.000
H: 8.65129 0.54645 1.99573  0.000
H: 6.99399 -1.90052 -0.04407  0.000
H: 4.75177 -1.53700 -1.04511  0.000
H: 4.77360 2.49783 0.30153  0.000
H: 7.03320 2.16957 1.28261  0.000
H: 2.45617 3.20873 3.12466  0.022
H: 0.32681 2.45306 4.22789  -0.006
H: -0.91202 0.51184 3.19159  0.020
C: -4.14958 3.70380 1.21201  0.000
N: -3.65098 2.43160 1.71507  0.001
C: -4.67982 1.63066 2.34143  0.000
C: -2.71159 1.73585 0.94093  0.002
N: -2.77567 0.50410 0.62930  0.002
N: -1.63781 2.54182 0.60438  0.002
C: -0.66362 2.32505 -0.37976  0.001
N: 0.39065 3.20330 -0.24902  0.003
N: -0.82345 1.45303 -1.29780  0.007
H: -4.50013 4.31406 2.04585  0.000
H: -4.98552 3.55787 0.51481  0.000
H: -3.36304 4.24071 0.69099  0.000
H: -5.19916 2.24558 3.07666  0.000
H: -4.23152 0.78216 2.85677  0.000
H: -5.42400 1.25318 1.62540  0.000
H: -3.67161 0.08450 0.84983  0.000
H: -1.38163 3.19649 1.32532  0.001
H: 0.64781 3.40880 0.71006  0.006
H: 1.22026 2.90950 -0.76778  0.000
H: -0.01221 1.46477 -1.91239  0.000
C: -5.63186 -2.38518 -0.10169  0.000
C: -4.70610 -2.58424 0.91484  0.000
C: -3.34844 -2.59504 0.63787  0.000
C: -2.86698 -2.38785 -0.66102  0.000
C: -3.81146 -2.19751 -1.67885  0.000
C: -5.16727 -2.19810 -1.39901  0.000
N: -1.49253 -2.29691 -0.87476  0.000
C: -0.90304 -2.78072 -2.04002  0.000
C: 0.31866 -2.25698 -2.48207  0.000
C: 0.95366 -2.76642 -3.60037  0.000
C: 0.39143 -3.81059 -4.32498  0.000
C: -0.81503 -4.34391 -3.89223  0.000
C: -1.45360 -3.84785 -2.76641  0.000
H: -6.69339 -2.37968 0.11086  0.000
H: -5.04276 -2.74287 1.93313  0.000
H: -2.62851 -2.74938 1.43429  0.000
H: -3.46453 -2.01426 -2.68726  0.000
H: -5.87206 -2.02928 -2.20492  0.000
H: 0.79837 -1.44459 -1.94623  0.000
H: 1.89710 -2.32415 -3.89591  0.000
H: 0.88540 -4.20399 -5.20437  0.000
H: -1.26708 -5.16965 -4.43052  0.000
H: -2.38075 -4.29789 -2.43557  0.000

What largest force on an atom values result from the calculations? In sequence: 0.89, 1.64, 0.17 eV/A.